Computed, not measured: a molecular structure, C35H47BiIN7O8P2Se3Te, with ωB97M-V/def2-TZVPD.

XYZ file:
```
105
Properties=species:S:1:pos:R:3:forces:R:3:lowdin_charge:R:1
Bi -1.48943 -2.41208 3.35848 0.93 0.41 1.07 1.4949
Se -4.22089 -3.44860 3.98110 0.52 0.80 -1.10 -0.2695
Se -4.01092 -4.93300 5.67828 0.62 -0.83 1.39 -0.3519
Te -1.50922 -5.79517 5.97403 -1.42 -0.70 -0.44 0.1224
Se -0.07764 -3.90186 5.58251 0.18 1.45 -0.38 -0.3219
C -3.34702 0.49869 7.05114 -0.07 -0.01 0.23 -0.1172
C -2.26050 1.34899 7.32473 1.66 -0.77 -1.41 -0.0973
C -1.00796 1.12134 6.68029 -0.84 -0.55 1.80 -0.0246
C -0.89691 0.00606 5.81602 -0.25 -1.06 -0.05 -0.2517
N -1.97012 -0.85153 5.63664 -0.12 0.57 -1.56 0.0163
C -3.14660 -0.56598 6.19026 -0.31 -0.33 0.10 -0.1889
C 0.28392 -0.34036 5.04669 0.73 1.38 0.79 -0.3471
C 1.59064 -0.24454 5.54737 1.86 0.31 0.30 -0.0579
C 2.68803 -0.34212 4.69353 -0.83 -0.96 -0.02 -0.0722
C 2.45940 -0.54671 3.28704 0.13 0.84 0.38 -0.0936
C 1.17905 -0.59859 2.82205 -0.27 -0.85 0.86 -0.1525
N 0.15565 -0.60541 3.73571 -1.74 -1.07 -2.13 -0.0918
H -4.30798 0.56784 7.57329 0.40 0.25 -0.33 0.0879
H -2.38388 2.19094 7.96381 0.04 0.49 0.54 0.0708
H -0.08141 1.61610 7.04621 -0.88 0.05 -0.76 0.1076
H -4.00584 -1.22873 5.97996 0.75 0.08 -0.07 0.0682
H 1.78982 -0.17715 6.62760 -0.30 0.07 -0.49 0.1094
H 3.70264 -0.48475 5.08519 -0.45 0.37 -0.06 0.0935
H 3.26473 -0.64365 2.58666 0.38 0.04 -0.14 0.0855
H 0.94459 -0.76971 1.74352 -0.03 0.09 1.19 0.1286
C -5.07445 1.32882 -5.69427 -0.55 -1.36 -0.57 -0.2315
N -4.77231 2.73702 -5.87702 -0.53 2.49 1.69 -0.1692
C -3.33919 3.01084 -5.79026 1.27 -1.50 0.36 -0.2210
N -2.61044 2.30476 -4.70431 -0.54 1.29 1.57 -0.1521
C -2.87745 0.89493 -4.78934 0.15 0.17 0.52 -0.2354
N -4.28736 0.54603 -4.73207 -0.64 -0.42 0.56 -0.1817
C -4.81664 0.73142 -3.36630 -0.32 1.87 -2.00 -0.3234
P -4.86506 2.60622 -3.08225 0.11 1.76 1.60 0.9714
C -5.36732 3.53099 -4.73574 0.21 -1.71 0.24 -0.3096
C -3.01472 2.83799 -3.28398 0.49 0.41 -2.70 -0.3107
H -4.91467 0.87037 -6.66348 0.14 -0.22 -0.34 0.1103
H -6.17451 1.14110 -5.46453 1.29 0.63 -0.21 0.1420
H -3.02333 4.04791 -5.71367 -0.84 0.33 -0.02 0.1165
H -2.89681 2.64689 -6.70198 0.33 -0.30 -0.56 0.1081
H -2.31879 0.43058 -3.95310 -0.36 -0.22 -0.62 0.1382
H -2.51148 0.59045 -5.75101 0.42 -0.56 -0.52 0.1130
H -4.12455 0.32250 -2.65705 0.13 -0.30 0.60 0.0707
H -5.82605 0.31691 -3.29141 0.25 -0.10 0.15 0.0717
H -5.03827 4.60752 -4.73617 -0.08 -1.20 0.12 0.0873
H -6.46245 3.51727 -4.81327 0.22 -0.02 0.01 0.0555
H -2.41343 2.38024 -2.51178 -0.03 -0.76 0.14 0.0640
H -2.59399 3.86936 -3.28174 -1.01 -0.29 0.08 0.0842
C -1.57642 4.68647 2.03380 -1.57 1.38 0.44 -0.0549
N -1.93109 3.28223 1.94740 0.20 0.37 -0.50 -0.0757
C -2.97130 2.70818 2.63887 0.30 -2.15 -0.42 -0.0614
C -3.09601 1.32830 2.70199 -0.12 2.52 0.34 0.0160
C -2.15787 0.56016 1.88235 -0.96 -0.71 0.34 -0.5095
O -2.21661 -0.73657 1.91765 -0.17 0.78 -0.08 -0.3485
N -1.39387 1.17092 1.00589 0.84 1.06 -0.46 0.1938
C -1.22506 2.55612 0.97294 -1.25 -2.59 1.53 -0.5021
O -0.49988 3.13940 0.20483 0.64 0.62 -0.93 0.0227
H -1.78890 5.04232 3.08851 0.53 -0.32 -1.19 0.0999
H -2.19798 5.31997 1.33644 0.30 -0.59 0.61 0.0938
H -0.55779 4.88126 1.68587 -0.11 -0.46 0.53 0.0804
H -3.76266 3.34985 2.99265 0.28 0.30 0.55 0.1134
H -3.91189 0.96501 3.35030 0.66 -0.34 -0.74 0.1082
C 4.57395 -0.65827 -6.12867 1.78 1.32 -1.39 -0.1234
C 3.55240 -0.92537 -5.08574 -0.53 -0.46 1.60 -0.3098
O 3.41432 0.28265 -4.28875 1.08 0.24 -1.39 -0.3572
P 2.74416 0.21058 -2.83854 -1.74 -1.80 2.11 0.8116
O 2.60933 1.78067 -2.57326 -0.18 1.34 0.11 -0.3610
C 1.52445 2.45747 -1.83151 0.88 0.03 -0.02 -0.2292
C 2.12390 3.65696 -1.03276 0.08 -0.55 -1.55 -0.0714
O 3.91128 -0.29100 -1.77081 -0.61 0.39 -0.72 -0.3302
C 5.16871 0.29700 -1.47057 0.26 0.73 -0.04 -0.2719
C 5.55870 1.37487 -2.50507 0.12 -1.46 -0.11 -0.0886
H 4.77150 -1.50858 -6.80239 -0.62 0.28 0.07 0.0742
H 5.61873 -0.40922 -5.77755 -1.19 -0.37 0.47 0.0842
H 4.32450 0.27235 -6.68770 -0.14 -0.81 -0.05 0.0814
H 3.99386 -1.72502 -4.42086 -1.08 0.44 -0.58 0.1258
H 2.50738 -1.17540 -5.49451 1.68 0.02 0.54 0.1347
H 1.01161 1.77616 -1.16503 0.11 -0.29 0.09 0.0834
H 0.78274 2.80660 -2.55234 0.21 -0.05 -0.13 0.1011
H 2.00247 3.49273 0.01026 -0.08 -0.06 0.84 0.0441
H 1.56235 4.54445 -1.32895 0.20 0.12 0.24 0.0634
H 3.19796 3.79371 -1.26528 -0.59 -0.10 -0.01 0.0744
H 5.88793 -0.50740 -1.58558 0.24 -0.16 0.44 0.1028
H 5.18365 0.65391 -0.40037 -0.18 -0.24 -1.10 0.1255
H 5.87250 0.83840 -3.40780 -0.17 0.14 -0.03 0.0625
H 6.42662 1.91108 -2.19193 0.47 0.69 0.45 0.0585
H 4.72128 1.99093 -2.77336 0.04 0.56 0.12 0.0389
C -2.80126 -3.08410 0.05297 2.68 1.22 2.33 -0.0509
O -1.66026 -3.24834 0.55059 -3.47 -0.19 -1.94 -0.1519
H -3.21924 -2.03882 0.11511 0.22 -0.81 -0.25 0.0894
H -3.45993 -3.88426 -0.30071 0.39 -0.29 -0.22 0.0860
H -0.14212 -4.28565 0.04813 2.42 -0.86 0.68 0.1007
I 7.58124 -6.45208 1.05846 -0.55 0.33 0.21 0.6192
C 5.56495 -5.75530 1.23682 0.05 -0.12 0.59 -0.7523
C 4.63649 -6.24537 0.32372 -0.42 -0.06 -1.38 -0.2214
C 3.35075 -5.72461 0.15497 1.51 -1.23 0.04 -0.0669
C 2.92894 -4.75111 1.05672 -2.18 1.29 0.92 -0.1913
C 3.87761 -4.22839 1.97795 0.66 -0.03 1.08 -0.0574
C 5.15860 -4.72879 2.12004 0.05 0.54 -0.29 -0.1843
C 1.52987 -4.32579 1.13470 1.00 0.57 -0.57 -0.5008
O 0.79618 -4.70787 0.04568 -2.15 0.20 -0.67 0.0095
O 1.01036 -3.56907 1.96931 -0.06 0.17 0.50 -0.0968
H 5.01256 -7.01181 -0.33805 -0.28 -0.21 -0.26 0.0541
H 2.64382 -6.12730 -0.55719 0.21 -0.13 -0.06 0.0928
H 3.57085 -3.45518 2.67843 -0.17 -0.10 -0.14 0.0946
H 5.84268 -4.30016 2.86455 -0.33 -0.20 -0.35 0.0830
```
Positions in Å, forces in eV/Å.

As for the spin multiplicity: 1. Its charge is -2. For the highest occupied orbital energy (spin up / spin down), the calculation gives -0.34 / 0.67 eV. The calculation puts the molar mass at 1456.114 g/mol. The calculation puts the largest force on an atom at 3.97 eV Å⁻¹. The calculation puts the orbital gap (spin up / spin down) at 3.6442 / 2.6340 eV. The value obtained for the energy above the lowest of the compared OMol25 structures with the same formula, charge and spin is 4.053 eV.